{
  "formula": "C6H6F14FeN3O20S6",
  "method": "wB97M-V/def2-TZVPD",
  "elements": ["Fe", "C", "F", "F", "F", "S", "O", "O", "O", "C", "F", "F", "F", "S", "O", "O", "O", "C", "F", "F", "F", "S", "O", "O", "O", "C", "F", "F", "F", "S", "O", "O", "O", "N", "S", "O", "O", "F", "S", "O", "O", "F", "C", "N", "O", "O", "H", "H", "H", "C", "N", "O", "O", "H", "H", "H"],
  "xyz": [[0.01152, 0.12270, -0.27132], [-1.05454, -2.53599, 3.30513], [-1.62500, -1.48160, 3.89708], [0.26666, -2.48703, 3.47319], [-1.54244, -3.64076, 3.84298], [-1.44703, -2.53669, 1.45554], [-1.07109, -3.82411, 0.87733], [-2.87595, -2.25290, 1.38039], [-0.66706, -1.39613, 0.90054], [-2.90646, 2.19575, 2.60074], [-1.93007, 3.07728, 2.77666], [-2.75315, 1.13663, 3.37672], [-4.07676, 2.77760, 2.83559], [-2.98224, 1.55524, 0.79029], [-1.61911, 1.00569, 0.55934], [-3.99524, 0.52678, 0.83693], [-3.21335, 2.64897, -0.15612], [-2.27785, -1.93977, -3.80765], [-1.24506, -1.51980, -4.53665], [-3.42606, -1.95890, -4.48158], [-1.96827, -3.15587, -3.39147], [-2.54812, -0.76483, -2.31027], [-2.93229, 0.52634, -2.84492], [-3.54693, -1.42108, -1.50750], [-1.25354, -0.71912, -1.55563], [3.32945, 1.75937, 2.01329], [3.19242, 0.97186, 3.09602], [4.17263, 2.71261, 2.38925], [3.81419, 1.05294, 1.00946], [1.65879, 2.55556, 1.47453], [0.96088, 3.07919, 2.65198], [1.98185, 3.83114, 0.82899], [0.89360, 1.53086, 0.73782], [1.46391, -0.37217, -1.41048], [2.81507, 0.08431, -2.16645], [2.93063, 0.25676, -3.59602], [4.00649, -0.24756, -1.44624], [2.62444, 1.61934, -1.64565], [1.69797, -1.89802, -2.31927], [2.84318, -2.70709, -1.99731], [1.18267, -1.94320, -3.66944], [0.54409, -2.70397, -1.54029], [3.28575, -2.38543, 2.57312], [2.33793, -2.11856, 1.47159], [2.01315, -3.06283, 0.79841], [1.85885, -1.00066, 1.39738], [3.25182, -1.50209, 3.20926], [4.28539, -2.46187, 2.15315], [2.96082, -3.22502, 3.17950], [-1.54986, 3.30953, -2.87652], [-0.40822, 3.00835, -1.97188], [0.31087, 3.89824, -1.60520], [-0.30293, 1.86278, -1.56593], [-1.26480, 2.93052, -3.85450], [-1.76696, 4.37433, -2.90658], [-2.44469, 2.85238, -2.45730]],
  "atomic_forces_ev_per_a": [[-3.72, 0.03, 1.74], [-0.59, 0.69, -1.79], [0.43, -0.33, 0.00], [0.36, -0.07, 0.57], [0.09, -0.36, 0.43], [-2.75, -0.27, -2.54], [0.45, 1.17, 1.42], [1.68, -0.40, 1.03], [0.97, -0.38, 0.88], [0.33, -0.45, -2.58], [-0.19, -0.20, 0.32], [0.10, 0.23, 0.52], [-0.34, 0.25, 0.58], [-0.29, -0.70, -1.66], [-0.12, 0.36, 0.80], [0.46, 1.06, 0.48], [0.06, -0.16, 1.42], [0.75, 1.23, 1.99], [-0.70, 0.24, -0.71], [0.34, -0.12, -0.47], [-0.36, -0.44, 0.03], [-1.25, 0.37, 1.63], [0.66, -0.69, -0.55], [0.42, -0.24, -1.04], [0.20, -0.18, -1.42], [-1.49, 0.18, 0.17], [-0.22, -0.15, -0.30], [0.19, 0.25, -0.45], [0.44, 0.02, 0.08], [-1.39, 5.41, 2.06], [0.39, -3.05, 0.68], [1.44, -2.46, -1.93], [1.50, -0.20, 0.33], [3.38, -4.11, -4.81], [3.45, 7.87, 2.13], [-1.05, -1.06, 1.23], [-0.38, -0.93, -0.48], [-0.05, -0.54, -0.73], [-5.30, -5.85, 0.40], [-0.09, 1.74, -0.21], [1.14, 1.13, 1.50], [0.84, 0.97, -0.29], [0.32, 1.20, 0.78], [-0.94, -0.49, 0.49], [0.25, -0.04, -0.35], [0.71, 0.15, -0.13], [0.09, 0.00, -0.10], [-0.09, -0.37, -0.05], [0.02, -0.31, -0.53], [-0.51, 0.11, -0.02], [-0.19, 0.57, 1.15], [0.06, 0.26, -0.44], [-0.26, -0.26, -1.24], [-0.25, -0.18, 0.04], [0.71, 0.09, 0.09], [0.30, -0.59, -0.13]],
  "multiplicity": 6,
  "relative_energy_kcal_mol": 12.19,
  "e_lumo_ev": [3.65, 2.30],
  "max_force_ha_per_bohr": 0.1722,
  "energy_ev": -189177.754,
  "charge": -2
}